Formula: C3H2CsFMgO2
Source: the OMol25 dataset
Level of theory: ωB97M-V/def2-TZVPD

Values from the calculation:
Total charge ... +2

Element x y z (Å)
1 C -0.583 -1.263 -1.286
2 C -0.405 -0.867 -0.029
3 H -0.942 -0.562 -2.037
4 H -0.358 -2.289 -1.572
5 F -0.006 -1.753 0.872
6 O 0.974 0.647 1.818
7 C -0.141 1.008 1.528
8 O -0.597 0.429 0.314
9 Mg -0.961 2.957 1.982
10 Cs 3.020 1.692 -1.590

These are the Löwdin partial charges, in e, on atoms 1 to 8:
1 C 0.127
2 C -0.443
3 H 0.082
4 H 0.096
5 F 0.140
6 O 0.043
7 C -0.415
8 O -0.046

Formula: C29H84N2O13
Source: the OMol25 dataset
Level of theory: ωB97M-V/def2-TZVPD

Values from the calculation:
Relative energy (zero: lowest compared OMol25 entry of this formula, charge and spin) ... 0.448 eV

Element x y z (Å)
1 C 13.610 -2.923 -16.212
2 O 12.662 -2.846 -15.114
3 H 14.438 -3.472 -15.839
4 H 13.899 -1.891 -16.586
5 H 13.105 -3.542 -16.970
6 H 12.869 -1.953 -14.779
7 C 14.395 -5.908 -14.148
8 O 15.771 -5.613 -13.890
9 H 14.338 -6.843 -14.668
10 H 13.935 -5.154 -14.823
11 H 13.903 -6.080 -13.217
12 H 15.673 -4.641 -13.771
13 C 12.434 -11.180 -15.812
14 O 11.500 -10.907 -14.817
15 H 12.581 -10.386 -16.584
16 H 11.962 -12.023 -16.388
17 H 13.453 -11.380 -15.505
18 H 10.734 -10.541 -15.247
19 C 16.465 -9.880 -15.689
20 O 17.710 -9.546 -16.223
21 H 15.943 -10.572 -16.385
22 H 15.788 -9.020 -15.651
23 H 16.587 -10.263 -14.758
24 H 18.408 -9.957 -15.765
25 C 18.098 -6.062 -16.013
26 O 17.771 -6.175 -17.334
27 N 18.478 -5.001 -15.444
28 N 18.151 -7.130 -15.253
29 H 18.428 -4.154 -16.065
30 H 18.751 -4.772 -14.482
31 H 17.893 -7.954 -15.734
32 H 17.990 -7.128 -14.275
33 C 14.837 -6.252 -21.390
34 C 14.778 -7.760 -21.450
35 C 16.174 -8.383 -21.565
36 O 14.030 -8.302 -20.572
37 H 13.831 -5.814 -21.083
38 H 15.222 -5.900 -22.361
39 H 15.539 -5.923 -20.630
40 H 14.174 -8.079 -22.330
41 H 16.768 -8.230 -20.619
42 H 16.655 -7.912 -22.475
43 H 16.079 -9.411 -21.850
44 H 14.537 -8.164 -19.711
45 C 14.649 -5.769 -17.964
46 C 15.031 -7.148 -17.484
47 C 13.753 -7.806 -17.299
48 O 15.694 -7.849 -18.206
49 H 15.471 -5.436 -18.576
50 H 14.648 -5.115 -17.117
51 H 13.683 -5.662 -18.395
52 H 15.470 -7.057 -16.555
53 H 13.818 -8.753 -16.806
54 H 13.343 -7.997 -18.267
55 H 13.063 -7.176 -16.637
56 H 16.606 -7.523 -18.265
57 C 19.555 -4.523 -19.687
58 C 18.559 -5.503 -20.404
59 C 19.059 -5.948 -21.781
60 O 18.396 -6.585 -19.787
61 H 20.428 -5.148 -19.529
62 H 19.129 -4.342 -18.678
63 H 19.771 -3.634 -20.217
64 H 17.582 -4.999 -20.434
65 H 19.984 -6.473 -21.670
66 H 19.236 -4.995 -22.415
67 H 18.354 -6.575 -22.249
68 H 18.188 -6.387 -18.868
69 C 14.348 -11.096 -18.816
70 C 14.504 -11.739 -20.194
71 C 15.738 -12.632 -20.138
72 O 13.557 -12.474 -20.587
73 H 14.170 -11.854 -18.053
74 H 13.509 -10.385 -18.795
75 H 15.205 -10.693 -18.360
76 H 14.760 -10.954 -20.909
77 H 16.714 -12.159 -20.057
78 H 15.943 -13.052 -21.154
79 H 15.759 -13.410 -19.341
80 H 12.715 -12.006 -20.672
81 C 10.514 -5.644 -19.361
82 C 10.393 -6.564 -20.521
83 C 10.664 -7.998 -20.190
84 O 9.364 -6.518 -21.249
85 H 10.440 -4.567 -19.779
86 H 11.372 -5.830 -18.730
87 H 9.604 -5.875 -18.749
88 H 11.169 -6.419 -21.278
89 H 9.812 -8.405 -19.676
90 H 11.596 -8.123 -19.701
91 H 10.645 -8.594 -21.046
92 H 8.531 -6.218 -20.760
93 C 9.873 -8.848 -16.623
94 C 8.886 -9.290 -15.530
95 C 7.435 -8.672 -15.564
96 O 8.756 -10.562 -15.483
97 H 10.762 -8.304 -16.288
98 H 9.406 -8.316 -17.409
99 H 10.350 -9.722 -17.162
100 H 9.341 -8.986 -14.633
101 H 6.784 -8.992 -14.719
102 H 6.953 -8.918 -16.552
103 H 7.648 -7.588 -15.572
104 H 8.339 -10.843 -14.624
105 C 16.611 -2.886 -17.882
106 C 17.613 -2.175 -16.950
107 C 17.064 -2.031 -15.522
108 O 18.771 -2.660 -16.868
109 H 16.953 -3.050 -18.917
110 H 15.680 -2.206 -18.005
111 H 16.337 -3.829 -17.404
112 H 17.867 -1.210 -17.405
113 H 17.195 -2.930 -14.889
114 H 16.005 -1.807 -15.387
115 H 17.585 -1.217 -15.017
116 H 19.276 -1.888 -16.515
117 C 12.763 -0.657 -18.778
118 C 12.366 -1.588 -19.940
119 C 12.724 -3.068 -19.658
120 O 11.149 -1.474 -20.239
121 H 12.624 -1.202 -17.835
122 H 12.145 0.254 -18.734
123 H 13.758 -0.374 -18.961
124 H 12.811 -1.234 -20.832
125 H 12.115 -3.578 -18.878
126 H 13.754 -3.179 -19.333
127 H 12.649 -3.647 -20.527
128 H 11.034 -1.790 -21.117

These are the Löwdin partial charges, in e, on atoms 1 to 8:
1 C -0.170
2 O -0.122
3 H 0.021
4 H 0.084
5 H 0.070
6 H 0.081
7 C -0.123
8 O -0.130

| no. | DFT total energy (a.u.) | Kohn-Sham gap (Eh) |
| --- | --- | --- |
| 1 | -585.42723 | 0.18236 |
| 2 | -2242.50606 | 0.32573 |